(1)
DFT (ωB97M-V with the def2-TZVPD basis set) results for a molecular structure, C44H52F3GaNO4S2SeTe.

```
! wB97M-V def2-TZVPD RIJCOSX def2/J DEFGRID3
* xyz -1 1
Ga 1.35529 1.67034 0.71660
C -2.98038 -2.28869 -3.77198
C -3.56930 -0.95473 -3.31411
C -4.13827 -0.23678 -4.54526
C -4.70673 -1.24189 -2.32174
C -2.51711 -0.08119 -2.63071
C -1.22543 -0.51316 -2.37481
C -0.33566 0.30817 -1.69865
Se 1.46189 -0.29123 -1.39544
C 1.22164 -1.52438 0.04800
C 0.73537 -2.79548 -0.21545
C 0.56669 -3.70417 0.81640
C 0.93482 -3.27762 2.08904
C 1.43924 -2.01861 2.39442
C 1.56166 -1.08934 1.33961
O 2.00491 0.14772 1.55872
C 1.75023 -1.73142 3.87722
C 0.42128 -1.63698 4.63911
C 2.58245 -2.89065 4.45597
C 2.54015 -0.44588 4.15089
C -0.02513 -5.09810 0.61258
C -0.32683 -5.36750 -0.86107
C -1.33947 -5.21145 1.40214
C 0.95964 -6.16692 1.10426
C -0.68180 1.58691 -1.24028
O 0.19611 2.33233 -0.57356
C -1.98251 2.05754 -1.52107
C -2.84312 1.20067 -2.19737
C -2.55369 3.42565 -1.09252
C -3.65763 3.19049 -0.05137
C -1.54909 4.40659 -0.47710
C -3.15820 4.12180 -2.32418
H -3.73751 -2.85208 -4.32263
H -2.12051 -2.14726 -4.43103
H -2.66387 -2.89639 -2.92060
H -4.86931 -0.87347 -5.05223
H -4.63911 0.69346 -4.27027
H -3.34234 0.00769 -5.25292
H -5.45355 -1.89905 -2.77893
H -4.31885 -1.71448 -1.41875
H -5.20406 -0.31997 -2.01304
H -0.88487 -1.48849 -2.69451
H 0.49561 -3.05371 -1.23749
H 0.78801 -3.96842 2.91216
H -0.18959 -2.53073 4.49976
H 0.61044 -1.50261 5.70939
H -0.16007 -0.78270 4.28518
H 2.01218 -3.81836 4.53260
H 3.45983 -3.08350 3.83422
H 2.92422 -2.63093 5.46148
H 1.98781 0.44668 3.87014
H 2.74988 -0.40189 5.22460
H 3.48989 -0.43113 3.61276
H -1.11296 -4.70546 -1.23308
H 0.55814 -5.23452 -1.48746
H -0.67041 -6.39755 -0.98043
H -2.00682 -4.38441 1.15893
H -1.84105 -6.15667 1.17232
H -1.15941 -5.17661 2.47904
H 1.90713 -6.09653 0.56439
H 1.17202 -6.05309 2.16892
H 0.54551 -7.16762 0.94805
H -3.85542 1.54873 -2.37235
H -3.23843 2.73663 0.84932
H -4.11924 4.14338 0.22671
H -4.43654 2.52243 -0.42215
H -1.12551 4.03602 0.45289
H -0.72062 4.62265 -1.15266
H -2.07980 5.34143 -0.26806
H -4.00980 3.57652 -2.73545
H -3.50269 5.12304 -2.05119
H -2.40845 4.22022 -3.11285
C 4.18561 2.09008 -2.59685
Te 4.93326 0.31168 -1.68474
C 6.83006 1.27917 -1.90840
C 6.64572 2.27829 -3.02535
C 7.72647 2.81826 -3.71741
C 7.52862 3.75458 -4.72090
C 6.23957 4.16401 -5.03684
C 5.15873 3.63062 -4.35145
C 5.34961 2.68472 -3.34855
H 3.81732 2.76260 -1.82015
H 3.35891 1.84051 -3.25889
H 7.61701 0.55923 -2.12595
H 7.06793 1.78494 -0.97195
H 8.73090 2.49483 -3.46795
H 8.37655 4.15983 -5.25892
H 6.07618 4.89230 -5.82125
H 4.15118 3.94394 -4.60031
F 2.58413 4.09115 -0.16789
C 2.81367 3.13982 0.79050
F 4.11889 2.80530 0.64295
F 2.76045 3.81708 1.98136
O -2.08410 -1.87010 2.05667
S -2.48371 -0.53559 1.71142
O -3.35957 -0.35394 0.58823
N -1.15598 0.43786 1.57500
C -1.12845 1.35294 2.50433
S 0.11484 2.50485 2.66071
C -2.29001 1.31667 3.45406
C -2.56682 2.14994 4.52280
C -3.72720 1.91541 5.25058
C -4.58786 0.87197 4.91114
C -4.30806 0.03926 3.83460
C -3.14803 0.28837 3.12972
H -1.88907 2.95665 4.77165
H -3.97030 2.55036 6.09326
H -5.48753 0.71137 5.49194
H -4.96985 -0.77224 3.55984
*
```

Output
E_HOMO = -0.1945 hartree
calculated total energy = -210996.5860 eV
largest force on an atom = 0.6 eV/A

Löwdin atomic charge list, values in e, 4 entries: 0.28 -0.07 -0.55 -0.05

---

(2)
DFT (ωB97M-V with the def2-TZVPD basis set) results for C4H7N3 in the gas phase at a distorted geometry.

```
! wB97M-V def2-TZVPD RIJCOSX def2/J DEFGRID3
* xyz 0 1
C -1.76457 -0.34380 1.61179
N -1.26088 0.11042 0.31961
C -0.13364 -0.13644 -0.37025
C 1.06922 -0.75422 -0.12375
C 1.92104 0.18990 -0.75114
N 1.37127 0.88085 -1.75871
N 0.05610 0.90038 -1.84535
H -0.95182 -0.51336 2.32649
H -2.43592 0.41780 2.03664
H -2.33979 -1.27231 1.51025
H -1.85951 0.69295 -0.23685
H 1.40836 -1.74055 0.24573
H 2.90289 0.47988 -0.44089
H 2.01726 1.08850 -2.52356
*
```

Output
E_HOMO (alpha / beta) = -0.2460 / -0.2460 hartree
calculated total energy = -8727.2209 eV
relative energy (zero: lowest compared OMol25 entry of this formula, charge and spin) = 4.4584 eV
largest force on an atom = 4.7 eV/A

natural (NBO) atomic charge list, values in e, 4 entries: -0.41 -0.60 0.37 -0.47

---

(3)
DFT (ωB97M-V with the def2-TZVPD basis set) results for a molecular structure, C7H8F3N2O3PdS6Sb at a distorted geometry.

```
! wB97M-V def2-TZVPD RIJCOSX def2/J DEFGRID3
* xyz -2 1
Pd -1.60404 -0.55466 0.11242
S -1.33545 4.16098 -0.25201
Sb -2.30971 2.11846 -0.66855
S -0.66666 0.81735 -1.83696
S -2.76391 1.02480 1.41010
S -4.19188 2.42409 -1.95032
C 2.25714 -0.93615 -1.63401
C 1.95334 -0.03369 -0.48950
C 2.27541 1.29583 -0.40042
C 1.78643 2.02750 0.70990
N 1.13032 1.44873 1.69282
C 0.83040 0.15372 1.62472
S 0.00521 -0.67229 2.80861
N 1.29673 -0.59682 0.54418
C 1.89703 3.50268 0.73713
H 2.84961 -0.43336 -2.39248
H 1.30270 -1.24909 -2.06118
H 2.77063 -1.82924 -1.27651
H 2.76483 1.80192 -1.21325
H 0.96978 -1.56578 0.48307
H 2.75282 3.86443 0.17116
H 1.90516 3.87879 1.75408
H 0.97539 3.88887 0.27058
F -3.16064 -4.15176 1.25120
C -2.27377 -3.15678 1.08331
F -1.14004 -3.54592 1.68494
F -2.76100 -2.10418 1.76164
S -1.93631 -2.90477 -0.74983
O -2.05481 -4.25411 -1.22918
O -0.56165 -2.42142 -0.75587
O -2.96307 -1.99811 -1.18980
*
```

Output
E_HOMO (alpha / beta) = -0.0509 / -0.0509 hartree
calculated total energy = -99695.8045 eV
relative energy (zero: lowest compared OMol25 entry of this formula, charge and spin) = 3.0679 eV
largest force on an atom = 3.0 eV/A

natural (NBO) atomic charge list, values in e, 4 entries: 0.59 -0.94 1.34 -0.72

---

Q: Which of these has the lowest calculated total energy?
A: C44H52F3GaNO4S2SeTe

---

Q: What is the largest force on an atom in the first record?
A: 0.6 eV/A